Run 1
Formula: C62H50GaO2P2SSi
Source: OMol25
Level of theory: the ωB97M-V functional and the def2-TZVPD basis

Positions of all 119 atoms, in Å:
Ga 0.150 -0.141 1.254
O -0.403 0.600 -3.813
S 0.110 0.961 -2.431
C 1.188 2.299 -2.804
C 1.715 2.344 -4.065
C 2.444 3.421 -4.564
C 2.601 4.508 -3.775
C 3.204 5.865 -4.056
C 3.068 6.627 -2.702
C 2.325 5.689 -1.780
C 1.890 5.828 -0.486
C 1.281 4.713 0.103
C 1.063 3.490 -0.537
P 0.333 2.275 0.612
C -1.433 2.636 0.603
C -2.297 1.858 1.372
C -3.668 2.029 1.321
C -4.213 2.955 0.448
C -3.360 3.798 -0.268
C -1.986 3.640 -0.171
C 1.049 2.856 2.201
C 2.427 2.746 2.396
C 2.976 3.250 3.561
C 2.184 3.849 4.511
C 0.825 4.013 4.320
C 0.262 3.481 3.150
C 1.397 3.389 -1.906
C 2.094 4.491 -2.453
C 1.376 -0.323 -2.058
C 2.578 -0.012 -1.485
C 3.626 -0.967 -1.403
C 3.472 -2.188 -1.984
C 4.411 -3.319 -2.223
C 3.580 -4.350 -3.047
C 2.199 -3.769 -3.160
C 1.018 -4.202 -3.735
C -0.139 -3.411 -3.547
C -0.137 -2.185 -2.896
P -1.684 -1.372 -2.356
C -2.232 -2.469 -0.938
C -1.293 -3.632 -0.413
C -1.900 -4.832 0.139
C -3.223 -4.845 0.401
C -4.090 -3.755 0.016
C -3.653 -2.682 -0.699
C -2.819 -1.830 -3.712
C -3.050 -0.848 -4.669
C -3.830 -1.109 -5.783
C -4.405 -2.385 -5.948
C -4.189 -3.343 -4.971
C -3.378 -3.077 -3.879
C 1.108 -1.646 -2.492
C 2.207 -2.506 -2.546
H 1.418 1.544 -4.718
H 2.768 3.464 -5.588
H 2.742 6.375 -4.886
H 4.248 5.743 -4.337
H 2.544 7.585 -2.758
H 4.041 6.843 -2.318
H 2.091 6.744 0.081
H 0.959 4.823 1.129
H -1.875 1.177 2.092
H -4.304 1.490 2.003
H -5.282 3.069 0.398
H -3.736 4.589 -0.900
H -1.333 4.293 -0.729
H 3.056 2.310 1.628
H 4.073 3.125 3.707
H 2.644 4.265 5.414
H 0.247 4.598 5.035
H -0.793 3.492 3.000
H 2.808 1.015 -1.237
H 4.563 -0.682 -0.931
H 4.702 -3.801 -1.290
H 5.293 -2.992 -2.751
H 3.602 -5.319 -2.530
H 3.981 -4.514 -4.039
H 0.960 -5.133 -4.253
H -1.059 -3.765 -3.972
H -0.364 -3.791 -0.962
H -1.294 -5.719 0.247
H -3.693 -5.742 0.805
H -5.126 -3.867 0.226
H -4.394 -1.999 -1.129
H -2.636 0.135 -4.497
H -4.054 -0.316 -6.486
H -5.022 -2.627 -6.798
H -4.662 -4.295 -5.112
H -3.259 -3.865 -3.135
C -1.907 -2.210 1.675
C -1.371 -2.317 0.269
O -0.274 -1.463 0.123
H -2.688 -2.925 1.905
H -2.289 -1.203 1.851
H -1.056 -2.412 2.330
C 3.157 -3.951 5.021
C 2.379 -3.230 5.924
C 1.630 -2.171 5.466
C 1.653 -1.796 4.109
C 2.516 -2.486 3.260
C 3.289 -3.546 3.715
Si 0.680 -0.275 3.642
C -0.950 -0.201 4.544
C -1.564 1.018 4.818
C -2.891 1.087 5.264
C -3.628 -0.072 5.385
C -3.030 -1.308 5.171
C -1.692 -1.367 4.771
H 3.781 -4.738 5.390
H 2.355 -3.515 6.980
H 1.035 -1.615 6.157
H 2.585 -2.219 2.209
H 3.953 -4.080 3.090
H 1.466 0.927 3.989
H -0.989 1.950 4.735
H -3.300 2.053 5.452
H -4.656 -0.035 5.711
H -3.581 -2.227 5.339
H -1.241 -2.337 4.647

Results
- Net charge: +1
- HOMO energy: -9.51 eV
- E_LUMO: -2.97 eV
- Frontier orbital gap: 6.543 eV

These are the Mulliken partial charges, in e, on atoms 1 to 6: -0.791, -0.778, 1.557, -0.393, -0.094, -1.530

Run 2
Formula: C62H50GaO2P2SSi
Source: OMol25
Level of theory: the ωB97M-V functional and the def2-TZVPD basis

Positions of all 119 atoms, in Å:
Ga -0.187 -0.834 1.170
O 0.665 1.023 1.589
S 0.412 2.020 0.444
C -0.575 3.269 1.187
C -0.090 4.138 2.151
C -0.854 5.167 2.660
C -2.101 5.400 2.085
C -3.134 6.518 2.287
C -4.313 6.154 1.343
C -3.915 4.830 0.734
C -4.513 3.990 -0.157
C -3.910 2.753 -0.482
C -2.655 2.368 -0.017
P -2.192 0.596 -0.265
C -1.885 0.524 -2.063
C -1.453 1.684 -2.728
C -1.258 1.708 -4.094
C -1.430 0.527 -4.816
C -1.863 -0.632 -4.185
C -2.079 -0.643 -2.817
C -3.781 -0.237 0.115
C -4.810 -0.617 -0.749
C -6.035 -1.010 -0.235
C -6.221 -0.999 1.132
C -5.205 -0.675 2.014
C -3.968 -0.310 1.489
C -1.915 3.344 0.738
C -2.613 4.488 1.169
C 1.895 2.910 -0.013
C 1.688 4.238 -0.293
C 2.689 5.090 -0.771
C 3.936 4.568 -0.966
C 5.230 5.169 -1.425
C 6.227 4.006 -1.520
C 5.469 2.823 -0.979
C 5.850 1.514 -0.891
C 4.843 0.599 -0.514
C 3.517 0.898 -0.264
P 2.421 -0.595 -0.084
C 2.670 -1.465 -1.671
C 1.824 -1.059 -2.709
C 1.965 -1.514 -4.003
C 2.965 -2.455 -4.269
C 3.773 -2.919 -3.256
C 3.663 -2.399 -1.950
C 3.269 -1.499 1.249
C 3.368 -2.892 1.314
C 3.947 -3.527 2.394
C 4.426 -2.760 3.462
C 4.323 -1.388 3.429
C 3.731 -0.757 2.340
C 3.133 2.265 -0.307
C 4.140 3.180 -0.711
H 0.907 4.006 2.522
H -0.453 5.771 3.452
H -2.701 7.502 2.016
H -3.428 6.581 3.325
H -4.421 6.906 0.565
H -5.265 6.108 1.888
H -5.491 4.195 -0.557
H -4.538 2.082 -1.057
H -1.365 2.614 -2.169
H -0.955 2.604 -4.586
H -1.345 0.541 -5.881
H -2.026 -1.530 -4.763
H -2.477 -1.531 -2.373
H -4.664 -0.554 -1.822
H -6.848 -1.274 -0.894
H -7.189 -1.282 1.536
H -5.368 -0.669 3.079
H -3.148 -0.031 2.162
H 0.732 4.686 -0.063
H 2.481 6.131 -0.943
H 5.571 5.915 -0.695
H 5.092 5.701 -2.366
H 7.131 4.193 -0.971
H 6.493 3.781 -2.546
H 6.844 1.196 -1.151
H 5.138 -0.437 -0.458
H 1.034 -0.348 -2.478
H 1.308 -1.137 -4.781
H 3.100 -2.815 -5.273
H 4.519 -3.669 -3.473
H 4.367 -2.751 -1.214
H 2.978 -3.499 0.510
H 4.019 -4.609 2.394
H 4.864 -3.222 4.342
H 4.647 -0.795 4.295
H 3.634 0.344 2.382
C -0.702 -0.425 4.156
C 0.030 -1.286 3.179
O 0.714 -2.216 3.564
H -0.310 -0.584 5.157
H -1.757 -0.781 4.119
H -0.650 0.624 3.874
C 1.816 -6.638 1.145
C 1.080 -5.948 2.115
C 0.406 -4.796 1.754
C 0.458 -4.313 0.452
C 1.200 -5.002 -0.508
C 1.846 -6.187 -0.164
Si -0.559 -2.821 -0.145
C -2.365 -3.395 -0.171
C -3.140 -3.579 0.976
C -4.403 -4.121 0.897
C -4.936 -4.481 -0.328
C -4.172 -4.368 -1.480
C -2.891 -3.839 -1.401
H 2.342 -7.556 1.356
H 0.997 -6.367 3.118
H -0.170 -4.273 2.498
H 1.214 -4.675 -1.533
H 2.410 -6.720 -0.914
H -0.180 -2.647 -1.562
H -2.768 -3.272 1.942
H -4.990 -4.249 1.799
H -5.925 -4.902 -0.377
H -4.553 -4.670 -2.450
H -2.311 -3.786 -2.311

Results
- Net charge: +1
- HOMO energy: -9.53 eV
- E_LUMO: -2.73 eV
- Frontier orbital gap: 6.800 eV

These are the Mulliken partial charges, in e, on atoms 1 to 6: 1.986, -0.294, 1.903, -0.623, -0.049, -1.290

Short version: run 2, run 1, most stable first.

Run 1
Formula: C3H9N4
Source: OMol25
Level of theory: the ωB97M-V functional and the def2-TZVPD basis

Positions of all 16 atoms, in Å:
N 1.953 0.220 -0.301
N 0.851 -0.161 0.572
C 0.013 -1.292 0.141
N -1.377 -0.953 0.300
C -1.787 0.237 -0.279
C -0.965 1.276 -0.155
N 0.220 1.099 0.649
H 1.904 -0.121 -1.280
H 2.871 -0.036 0.093
H 1.656 1.288 -0.169
H 0.249 -2.151 0.775
H 0.258 -1.539 -0.913
H -2.025 -1.720 0.314
H -2.736 0.276 -0.787
H -1.106 2.251 -0.581
H 0.021 1.325 1.624

Results
- Net charge: +1
- HOMO energy: -12.66 eV
- E_LUMO: -3.27 eV
- SMILES: [NH3+]N1CNC=CN1
- Frontier orbital gap: 9.396 eV

These are the Mulliken partial charges, in e, on atoms 1 to 6: -0.253, -0.035, -0.443, -0.244, -0.223, -0.515

Run 2
Formula: C3H9N4
Source: OMol25
Level of theory: the ωB97M-V functional and the def2-TZVPD basis

Positions of all 16 atoms, in Å:
H 3.017 -1.673 1.322
N 2.225 -1.355 0.790
N 2.144 -0.141 0.811
N 0.984 0.422 0.188
C 1.106 1.831 0.060
C -0.143 -0.368 -0.156
N -1.326 -0.011 -0.531
C -2.357 -1.020 -0.528
H 0.611 2.341 0.807
H 2.187 1.985 0.225
H 0.873 2.211 -0.925
H -0.183 -1.447 0.362
H -1.574 0.958 -0.753
H -3.168 -0.576 0.044
H -1.820 -1.918 -0.156
H -2.575 -1.239 -1.558

Results
- Net charge: +1
- HOMO energy: -14.35 eV
- E_LUMO: -4.55 eV
- SMILES: [H]/N=N/N(C)/C=[NH+]/C
- Frontier orbital gap: 9.798 eV

These are the Mulliken partial charges, in e, on atoms 1 to 6: 0.288, -0.560, -0.101, 0.489, -0.977, 0.135

Run 3
Formula: C3H9N4
Source: OMol25
Level of theory: the ωB97M-V functional and the def2-TZVPD basis

Positions of all 16 atoms, in Å:
C -0.662 0.308 -0.116
C -1.393 1.520 -0.083
C -0.232 -2.052 -0.031
N 4.996 0.897 -0.098
N 3.912 0.577 0.193
N -1.127 -0.854 -0.032
N 2.807 0.278 0.331
H -0.813 2.328 0.211
H -1.851 1.943 -0.952
H -2.285 1.371 0.443
H 0.278 -1.922 0.849
H -0.741 -2.966 -0.018
H 0.443 -1.928 -0.867
H 5.875 0.392 0.320
H -2.208 -0.866 0.058
H 0.393 0.356 -0.253

Results
- Net charge: +1
- HOMO energy: -13.15 eV
- E_LUMO: -4.29 eV
- Frontier orbital gap: 8.864 eV

These are the Mulliken partial charges, in e, on atoms 1 to 6: 0.507, -1.403, -0.822, -0.689, 0.962, -0.112

Short version: run 2, run 1, run 3, most stable first.

Run 1
Formula: C3H9N4
Source: OMol25
Level of theory: the ωB97M-V functional and the def2-TZVPD basis

Positions of all 16 atoms, in Å:
C -0.832 -0.757 -1.335
C 0.582 -0.188 -1.805
C 0.575 1.378 2.251
N -1.009 -0.112 -0.014
N 1.339 -0.712 0.452
N 1.205 0.246 -0.558
N 0.234 0.194 0.467
H -1.531 -0.645 -2.198
H -0.720 -1.944 -1.055
H 1.178 -0.914 -2.434
H 0.522 0.715 -2.288
H -0.348 1.869 2.580
H 0.920 0.472 2.796
H 1.367 1.995 1.703
H -1.656 -0.574 0.572
H 1.028 -1.746 0.263

Results
- Net charge: +1
- HOMO energy: -13.93 eV
- E_LUMO: -5.53 eV
- Frontier orbital gap: 8.398 eV

These are the Mulliken partial charges, in e, on atoms 1 to 6: -0.489, -0.389, -0.239, -0.306, -0.405, -0.104

Run 2
Formula: C3H9N4
Source: OMol25
Level of theory: the ωB97M-V functional and the def2-TZVPD basis

Positions of all 16 atoms, in Å:
C -1.649 0.164 0.060
C 2.791 -1.223 0.065
C 1.953 -0.066 0.064
N 0.874 2.029 -0.217
N 1.551 1.017 0.046
N -1.544 1.435 0.277
N -2.789 -0.562 0.065
H 3.787 -1.119 0.402
H 2.386 -1.838 0.846
H 2.754 -1.732 -0.800
H -0.785 -0.540 0.065
H 1.578 2.731 -0.345
H -0.617 1.868 0.236
H -2.334 2.023 0.420
H -2.554 -1.532 0.182
H -3.684 -0.253 0.558

Results
- Net charge: +1
- HOMO energy: -12.31 eV
- E_LUMO: -3.33 eV
- Frontier orbital gap: 8.981 eV

These are the Mulliken partial charges, in e, on atoms 1 to 6: 0.468, -1.198, 0.568, -1.050, 0.509, -0.193

Short version: run 2, run 1, most stable first.

Run 1
Formula: C3H9N4
Source: OMol25
Level of theory: the ωB97M-V functional and the def2-TZVPD basis

Positions of all 16 atoms, in Å:
N -2.780 0.325 -0.001
N -1.881 -0.579 0.079
N -0.671 -0.338 0.033
C 0.357 -1.340 0.094
C 1.675 -0.568 -0.186
N 1.438 0.782 0.269
C 0.187 1.171 -0.138
H -2.574 1.315 -0.123
H -3.736 0.008 0.082
H 0.171 -2.125 -0.639
H 0.376 -1.781 1.094
H 2.521 -1.012 0.335
H 1.885 -0.548 -1.257
H 1.640 0.925 1.250
H -0.289 1.939 0.461
H 0.099 1.326 -1.211

Results
- Net charge: +1
- HOMO energy: -14.15 eV
- E_LUMO: -3.80 eV
- SMILES: [NH2+]=NN1CCNC1
- Frontier orbital gap: 10.352 eV

These are the Mulliken partial charges, in e, on atoms 1 to 6: -0.272, -0.469, 0.669, -0.394, -0.553, -0.278

Run 2
Formula: C3H9N4
Source: OMol25
Level of theory: the ωB97M-V functional and the def2-TZVPD basis

Positions of all 16 atoms, in Å:
H 1.192 -2.761 0.233
N 1.638 -1.901 -0.232
N 0.811 -1.177 -0.765
C 0.424 -0.077 -1.215
N 0.235 0.211 -2.494
C 0.241 0.999 -0.100
N -0.007 0.555 1.246
C -1.231 0.108 1.874
H -0.523 0.844 -2.726
H 0.513 -0.503 -3.176
H 1.176 1.492 -0.304
H -0.615 1.761 -0.228
H 0.793 0.503 1.796
H -1.069 0.270 2.971
H -2.189 0.680 1.643
H -1.390 -1.005 1.476

Results
- Net charge: +1
- HOMO energy (spin up / spin down): -12.96 / -12.96 eV
- E_LUMO (spin up / spin down): -5.38 / -5.38 eV
- SMILES: [H]/N=N/C(=[NH2+])CNC
- Frontier orbital gap (spin up / spin down): 7.571 / 7.572 eV

These are the Mulliken partial charges, in e, on atoms 1 to 6: 0.328, -0.487, 0.410, 0.362, -0.367, -0.615

Short version: run 1, run 2, most stable first.

Run 1
Formula: H41O20
Source: OMol25
Level of theory: the ωB97M-V functional and the def2-TZVPD basis

Positions of all 61 atoms, in Å:
O -0.948 0.686 1.995
H -0.416 1.568 1.205
O -1.474 4.799 -1.376
H -1.698 5.655 -1.846
H -2.224 4.336 -1.181
O -2.682 -1.451 1.632
H -2.772 -1.971 0.824
H -2.425 -2.089 2.463
O 1.883 2.586 -3.921
H 2.163 1.617 -4.396
H 0.929 2.590 -3.875
O 1.022 0.791 -1.826
H -0.857 2.872 0.031
H 1.588 0.074 -1.518
O -0.198 2.289 0.251
H -2.054 3.530 1.453
H -0.254 1.582 -0.436
O -1.404 3.514 2.153
H -1.398 4.380 2.638
H -0.333 -4.343 -2.308
O -2.237 0.767 -0.852
H -1.875 0.029 -1.363
H -2.506 0.116 -0.017
O 1.072 -2.537 -0.654
H 1.329 -2.238 0.191
H 1.636 1.343 -2.441
O 4.795 -1.586 1.547
H 4.782 -2.586 1.510
H 5.543 -1.407 1.185
O -0.678 1.316 5.008
H -0.736 0.743 4.270
H -0.921 -0.294 1.673
O -3.181 -3.020 -0.619
H -2.604 -3.459 -1.345
H -4.054 -3.308 -0.959
O -1.710 -2.075 -3.891
H -2.136 -1.464 -4.428
H -1.851 -3.053 -4.058
O 3.334 4.379 -0.179
H 3.700 4.526 0.727
H 2.564 5.040 -0.287
O 1.914 -1.756 2.236
H -0.883 2.197 4.605
H 2.283 -1.051 1.741
O 0.144 -4.988 0.011
H 0.719 -5.675 0.093
H 0.566 -4.253 -0.402
O 2.209 0.507 0.671
H 1.915 1.482 0.886
H 2.863 0.504 0.037
O -1.270 -4.469 -2.274
H 2.312 -2.376 2.766
H -1.596 -5.385 -2.162
O -3.431 1.887 2.446
H -4.345 1.604 2.042
H -3.612 2.319 3.334
O 2.901 -1.450 -2.015
H 3.389 -2.207 -2.521
H 3.186 -1.130 -1.170
H -1.930 0.694 1.696
H 1.524 -2.034 -1.386

Results
- Net charge: +1
- HOMO energy: -12.88 eV
- E_LUMO: -2.57 eV
- Frontier orbital gap: 10.311 eV

These are the Mulliken partial charges, in e, on atoms 1 to 6: -0.517, 0.546, -0.575, 0.302, 0.273, -0.717

Run 2
Formula: H41O20
Source: OMol25
Level of theory: the ωB97M-V functional and the def2-TZVPD basis

Positions of all 61 atoms, in Å:
O -0.209 2.517 2.786
H 0.177 2.626 0.564
O 3.251 -4.106 -0.903
H 3.301 -4.762 -0.192
H 3.065 2.004 1.891
O 0.278 5.497 -0.689
H 0.050 6.371 -0.372
H -0.160 5.447 -1.539
O 0.335 -1.334 4.154
H 0.324 -1.378 3.164
H -3.881 1.058 2.187
O 0.698 -2.654 -0.764
H -0.976 -0.760 0.731
H 0.780 -2.119 4.470
O -0.716 0.035 1.380
H -0.877 -4.044 -0.936
H 0.105 -2.311 -1.441
O 4.335 -0.786 0.180
H 1.465 2.166 -0.063
H -2.332 -4.599 -0.856
O -2.179 0.748 -3.942
H -1.650 0.913 -3.146
H -2.697 -0.069 -3.795
O 1.426 -2.155 1.864
H 1.286 -2.676 1.069
H 1.291 -3.353 -1.092
O 1.993 0.816 -4.693
H 2.671 0.179 -4.881
H 1.370 0.844 -5.434
O -3.240 -2.084 -1.511
H -3.936 -1.488 -1.746
H 4.663 -0.538 -0.678
O -3.123 -1.613 1.136
H -3.903 -2.022 1.553
H -3.250 -1.894 0.220
O 0.049 3.198 -3.097
H 0.338 3.862 -3.718
H -0.837 3.308 -2.750
O -1.862 -0.150 3.797
H 3.606 -4.511 -1.685
H -2.221 -0.416 4.644
O 1.179 2.947 0.656
H -2.817 -2.816 -1.984
H 0.104 2.549 3.695
O -4.498 0.325 1.983
H -0.938 1.065 -0.187
H -4.273 0.181 1.035
O -1.015 2.016 -0.241
H -1.402 2.408 -1.037
H -1.634 -1.027 3.438
O -1.741 -4.115 -1.431
H -0.498 1.575 2.894
H 4.806 -1.099 0.942
O 2.715 1.126 1.778
H 1.260 2.838 1.709
H 3.484 0.663 1.342
O 2.132 1.213 -0.991
H 1.781 0.325 -1.141
H 2.018 1.644 -1.841
H -1.540 -0.086 1.918
H 2.070 -1.499 1.599

Results
- Net charge: +1
- HOMO energy: -12.46 eV
- E_LUMO: -2.77 eV
- Frontier orbital gap: 9.697 eV

These are the Mulliken partial charges, in e, on atoms 1 to 6: -0.703, 0.523, -0.599, 0.318, 0.321, -0.521

Short version: run 2, run 1, most stable first.